This record from the OMol25 dataset describes a cluster of 11 separate species, H22O11 in total. The level of theory is ωB97M-V/def2-TZVPD.

Results
Energy   -840.78775 Ha
2S+1   1
Energy above the lowest of the compared OMol25 structures with the same formula, charge and spin   58.0 kcal/mol
LUMO   -0.52 eV
HOMO level   -9.83 eV
SMILES   O.O.O.O.O.O.O.O.O.O.O

The geometry in XYZ format:
```
33
H22O11 ωB97M-V/def2-TZVPD
O -2.226 -1.628 -1.883
H -1.481 -1.136 -1.479
H -2.645 -1.133 -2.633
O 0.628 -0.608 -3.121
H 0.714 0.200 -2.577
H 0.466 -0.071 -3.899
O -0.605 0.373 3.118
H -0.926 0.092 3.956
H -0.738 1.314 3.085
O -0.312 -0.180 -0.386
H -0.228 0.755 -0.114
H -0.328 -0.526 0.472
O 0.856 2.006 -2.571
H 1.556 1.937 -3.197
H 1.122 2.518 -1.870
O -1.318 4.020 -0.868
H -0.850 3.369 -0.354
H -0.895 4.272 -1.634
O 2.108 -1.529 -0.508
H 1.383 -0.930 -0.686
H 1.873 -2.374 -0.906
O 0.986 -3.590 1.293
H 1.443 -4.406 1.046
H 1.427 -2.868 0.871
O 1.959 -0.220 2.035
H 1.117 -0.045 2.417
H 1.986 -1.140 1.833
O -1.730 -2.138 1.349
H -1.536 -2.549 2.192
H -2.393 -1.445 1.542
O -0.409 2.307 0.857
H 0.221 2.772 1.383
H -1.237 2.590 1.231
```

natural (NBO) population analysis, charges in e, atoms 1 to 6: -0.9827, 0.5047, 0.4636, -0.9444, 0.4785, 0.4468



This record from the OMol25 dataset describes a structure of composition C6H12O2. The level of theory is ωB97M-V/def2-TZVPD.

Results
Energy   -385.95763 Ha
2S+1   1
Energy above the lowest of the compared OMol25 structures with the same formula, charge and spin   227.5 kcal/mol
LUMO   -1.14 eV
HOMO level   -9.22 eV

The geometry in XYZ format:
```
20
C6H12O2 ωB97M-V/def2-TZVPD
C 2.317 -0.740 0.072
C 1.639 0.448 -0.610
C 0.317 0.809 -0.693
C -0.712 0.312 0.083
C -0.520 0.203 1.466
C -1.124 -0.891 -0.666
H 3.390 -1.083 -0.621
H 1.610 -1.623 0.337
H 2.696 -0.170 1.168
H 2.326 0.938 -1.343
H -0.095 1.581 -1.483
H -1.028 1.350 1.844
H -1.160 -0.911 1.937
H 0.581 0.172 1.869
H -1.352 2.654 -0.411
H -1.003 -0.797 -1.786
H -0.613 -1.890 -0.074
H -2.814 -0.322 -0.618
O -1.959 1.175 -0.149
O -2.495 -1.215 -0.323
```

natural (NBO) population analysis, charges in e, atoms 1 to 6: -0.6711, -0.1953, -0.2024, -0.0011, -0.6121, -0.0594



This record from the OMol25 dataset describes an isolated molecule of C5H8O. The level of theory is ωB97M-V/def2-TZVPD.

Results
Energy   -270.51926 Ha
2S+1   1
Energy above the lowest of the compared OMol25 structures with the same formula, charge and spin   24.2 kcal/mol
LUMO   1.00 eV
HOMO level   -9.50 eV
SMILES   CC1CC(=O)C1

The geometry in XYZ format:
```
14
C5H8O ωB97M-V/def2-TZVPD
C -0.725 1.375 0.716
C 0.378 0.374 0.319
C 0.279 0.026 -1.186
C 0.342 -1.445 -0.837
O 0.620 -2.416 -1.491
C 0.214 -1.161 0.662
H -1.731 1.004 0.467
H -0.734 1.689 1.766
H -0.583 2.284 0.113
H 1.350 0.772 0.610
H 1.090 0.371 -1.825
H -0.687 0.298 -1.629
H 0.875 -1.800 1.272
H -0.779 -1.188 1.081
```

natural (NBO) population analysis, charges in e, atoms 1 to 6: -0.6106, -0.2016, -0.5272, 0.6109, -0.5180, -0.5351



This record from the OMol25 dataset describes the ion C6H10N with charge +1. The level of theory is ωB97M-V/def2-TZVPD.

Results
Energy   -288.90718 Ha
2S+1   1
Energy above the lowest of the compared OMol25 structures with the same formula, charge and spin   110.3 kcal/mol
LUMO   -4.76 eV
HOMO level   -12.10 eV
Net charge   +1

The geometry in XYZ format:
```
17
C6H10N ωB97M-V/def2-TZVPD
C -0.907 0.118 0.344
C 0.455 -0.526 0.060
C -1.265 1.439 2.446
C 1.157 -0.430 -1.304
C -1.938 0.186 -0.727
C 2.523 -0.749 -1.381
N -1.166 0.697 1.457
H 1.069 -0.369 0.872
H 0.399 -1.588 -0.183
H -1.487 1.039 3.504
H -1.092 2.424 2.374
H -1.470 0.028 -1.663
H -2.340 1.110 -0.655
H -2.698 -0.581 -0.695
H 2.884 0.036 -2.114
H 2.735 -1.795 -1.860
H 3.139 -1.038 -0.475
```

natural (NBO) population analysis, charges in e, atoms 1 to 6: 0.4814, -0.6000, 0.0983, 0.1639, -0.6759, -0.8412



This record from the OMol25 dataset describes a cluster of 9 separate species, C29H63BFO13P2S in total. The level of theory is ωB97M-V/def2-TZVPD.

Results
Energy   -3326.36442 Ha
2S+1   1
LUMO   -4.13 eV
HOMO level   -10.35 eV
Net charge   +1

The geometry in XYZ format:
```
110
C29H63BFO13P2S ωB97M-V/def2-TZVPD
C 6.610 0.619 0.973
C 6.214 -0.277 -0.264
O 5.806 -1.621 0.069
B 4.721 -1.674 0.941
O 4.896 -2.369 2.167
P 2.966 -0.931 0.605
S 2.604 -0.968 -1.483
C 2.937 0.853 1.188
F 3.553 0.974 2.438
C 1.517 1.530 1.179
C 1.183 2.314 -0.159
P 1.440 -2.208 1.543
O 2.030 -3.425 2.217
O 0.495 -1.419 2.667
O 0.370 -2.806 0.391
H 7.541 1.175 0.690
H 6.859 0.048 1.895
H 5.799 1.376 1.129
H 5.469 0.244 -0.928
H 7.132 -0.378 -0.897
H 4.978 -1.675 2.844
H 1.426 -1.688 -1.715
H 3.580 1.434 0.470
H 0.679 0.810 1.360
H 1.530 2.275 2.016
H 0.870 3.344 0.140
H 2.056 2.337 -0.849
H 0.326 1.815 -0.664
H 0.942 -0.651 3.059
H -0.016 -2.052 -0.102
C 6.527 -3.978 -4.061
C 5.773 -3.167 -3.047
O 5.899 -1.959 -2.974
C 4.847 -3.910 -2.120
H 7.153 -3.315 -4.659
H 7.167 -4.704 -3.555
H 5.824 -4.494 -4.724
H 5.412 -4.633 -1.528
H 4.073 -4.420 -2.697
H 4.373 -3.199 -1.445
C -4.208 0.152 1.921
C -2.976 -0.522 1.386
O -2.483 -0.199 0.318
C -2.365 -1.616 2.218
H -4.536 0.918 1.217
H -5.009 -0.579 2.042
H -3.989 0.627 2.876
H -3.081 -2.429 2.353
H -2.060 -1.219 3.187
H -1.492 -2.002 1.706
C -6.330 4.141 4.491
C -6.300 2.910 3.627
O -5.517 2.006 3.839
C -7.282 2.841 2.487
H -5.574 4.056 5.270
H -6.114 5.025 3.887
H -7.308 4.241 4.963
H -7.107 3.668 1.796
H -8.302 2.884 2.872
H -7.149 1.901 1.950
C 4.619 -7.707 -6.887
C 4.656 -6.210 -7.040
O 4.915 -5.486 -6.098
C 4.363 -5.646 -8.402
H 4.850 -7.971 -5.856
H 3.624 -8.081 -7.131
H 5.362 -8.165 -7.542
H 3.355 -5.929 -8.712
H 5.096 -6.014 -9.122
H 4.426 -4.559 -8.363
C -2.281 -3.549 -3.638
C -1.268 -2.522 -3.218
O -0.420 -2.779 -2.381
C -1.342 -1.169 -3.870
H -2.108 -4.474 -3.088
H -3.287 -3.191 -3.415
H -2.183 -3.752 -4.706
H -2.307 -0.707 -3.657
H -1.203 -1.267 -4.948
H -0.553 -0.530 -3.473
C -4.574 5.568 7.848
C -5.518 6.683 7.481
O -6.585 6.457 6.951
C -5.085 8.089 7.797
H -5.014 4.612 7.564
H -3.628 5.691 7.317
H -4.400 5.567 8.926
H -4.162 8.323 7.264
H -4.934 8.199 8.873
H -5.860 8.786 7.479
C -9.537 6.059 7.748
C -10.319 6.906 8.717
O -10.173 8.108 8.763
C -11.290 6.201 9.628
H -8.881 6.696 7.159
H -8.927 5.337 8.293
H -10.221 5.540 7.073
H -10.757 5.484 10.256
H -12.050 5.688 9.036
H -11.780 6.932 10.270
C 6.925 -2.323 -11.162
C 7.079 -3.330 -10.053
O 7.039 -4.521 -10.274
C 7.286 -2.799 -8.659
H 6.784 -2.846 -12.108
H 6.053 -1.694 -10.975
H 7.823 -1.707 -11.233
H 6.429 -2.191 -8.361
H 8.200 -2.204 -8.619
H 7.381 -3.634 -7.964
```

Löwdin population analysis, charges in e, atoms 1 to 6: -0.0474, -0.2206, 0.0241, -0.7010, 0.1171, 0.8138



This record from the OMol25 dataset describes a structure of composition C2H8O2. The level of theory is ωB97M-V/def2-TZVPD.

Results
Energy   -231.32285 Ha
2S+1   1
Energy above the lowest of the compared OMol25 structures with the same formula, charge and spin   87.5 kcal/mol
LUMO   0.46 eV
HOMO level   -10.19 eV

The geometry in XYZ format:
```
12
C2H8O2 ωB97M-V/def2-TZVPD
O 3.331 1.984 -3.998
H 4.220 1.647 -3.779
H 2.727 1.661 -3.308
H -4.868 -2.093 3.271
C 0.343 -0.545 0.305
O -0.989 -1.093 0.898
C -0.507 0.439 0.860
H 1.190 -1.136 0.553
H 0.365 -0.680 -0.749
H -0.127 0.643 1.886
H -1.443 0.868 0.551
H -4.241 -1.692 3.510
```

natural (NBO) population analysis, charges in e, atoms 1 to 6: -0.9414, 0.4716, 0.4697, -0.0028, -0.1459, -0.5341



This record from the OMol25 dataset describes the ion C5H11NO with charge -1. The level of theory is ωB97M-V/def2-TZVPD.

Results
Energy   -326.98446 Ha
2S+1   2
Energy above the lowest of the compared OMol25 structures with the same formula, charge and spin   56.8 kcal/mol
LUMO (spin up / spin down)   3.74 / 3.44 eV
HOMO level (spin up / spin down)   -1.59 / -1.57 eV
Net charge   -1

The geometry in XYZ format:
```
18
C5H11NO ωB97M-V/def2-TZVPD
C 0.319 -1.400 -2.676
N 0.719 -1.091 -1.336
C -0.960 0.279 2.573
C -0.485 -0.427 1.325
C 0.419 0.260 -0.999
C 0.423 0.561 0.520
O -0.134 1.830 0.714
H -0.771 -1.493 -2.765
H 0.752 -2.351 -3.010
H 0.672 -0.658 -3.397
H 1.231 0.881 -1.418
H -0.382 0.070 3.466
H -2.043 0.312 2.685
H -0.596 1.590 1.652
H -1.303 -0.671 0.635
H 0.145 -1.316 1.456
H -0.523 0.638 -1.399
H 1.478 0.564 0.848
```

natural (NBO) population analysis, charges in e, atoms 1 to 6: -0.4755, -0.2372, -0.9475, -0.4387, -0.3159, 0.0938